Run 1
34
Properties=species:S:1:pos:R:3:lowdin_charge:R:1 method="wB97M-V/def2-TZVPD" orbital_gap_ev=9.84 smiles="C[C@@H](CC=O)NCO.O.O.O.O.O" lumo_ev=0.3789 molar_mass_g_mol=207.223
C 0.18213 -2.29617 0.49592 -0.0301
C 0.97391 -1.04241 0.99139 -0.3972
C 0.30942 0.19898 0.23502 -0.1125
C 1.25884 1.26040 -0.18743 -0.2280
O 0.73742 2.09611 -0.89336 0.0232
N 1.17821 -1.05032 2.38902 -0.0314
C 1.92761 0.04214 2.92074 -0.2882
O 3.27563 -0.32718 2.69228 -0.0681
H 0.81189 -3.16942 0.36112 0.0776
H -0.55591 -2.44200 1.23293 0.0551
H -0.30811 -2.13768 -0.44727 0.0598
H 1.97808 -1.07850 0.53539 0.1288
H -0.50263 0.65588 0.82282 0.1257
H -0.05199 -0.17770 -0.71675 0.1018
H 2.31487 1.17233 0.09751 0.1323
H 1.67067 -1.98078 2.64512 0.1755
H 1.70791 1.01810 2.48311 0.1139
H 1.85647 0.17519 4.03368 0.1287
H 3.99973 0.30076 2.65141 0.0869
O -2.87667 -0.89922 2.44053 -0.0544
H -1.92726 -0.76940 2.42806 0.0063
H -3.23289 -0.23251 1.84818 0.0109
O -2.48347 -0.24066 -3.47151 -0.0838
H -1.86181 0.26415 -2.89824 0.0000
H -2.12615 0.07773 -4.31426 0.0451
O -2.60516 0.27629 -0.50478 -0.0589
H -3.55384 0.06831 -0.60627 0.0900
H -2.30898 -0.51326 -0.97249 0.0467
O -1.76075 2.19690 -2.22207 -0.0954
H -1.14973 2.49207 -1.49579 0.0395
H -2.42078 1.72584 -1.70275 -0.0083
O 2.05527 1.44378 -3.33234 -0.0568
H 2.17290 0.84725 -4.07266 0.0317
H 1.31515 2.04498 -3.46626 0.0337



Run 2
34
Properties=species:S:1:pos:R:3:lowdin_charge:R:1 method="wB97M-V/def2-TZVPD" orbital_gap_ev=10.06 smiles="CNC(=O)CCCO.O.O.O.O.O" lumo_ev=0.1456 molar_mass_g_mol=207.223
C 0.67097 -0.81717 1.50166 -0.0732
N 1.63313 0.13977 0.94418 0.0151
C 1.76634 0.55637 -0.37142 -0.4787
O 2.60832 1.41564 -0.60819 0.0441
C 0.92023 -0.03666 -1.45086 -0.1095
C -0.44852 0.63826 -1.55992 -0.1474
C -0.34330 2.14875 -1.77873 -0.2567
O 0.69768 2.51101 -2.66320 -0.0592
H 1.15766 -1.46233 2.23479 0.0977
H -0.16155 -0.31856 1.98975 0.0628
H 0.23465 -1.45902 0.74933 0.0451
H 2.27458 0.54767 1.60811 0.1371
H 1.45142 0.09101 -2.39108 0.1294
H 0.78968 -1.11177 -1.33941 0.0865
H -1.05983 0.42174 -0.68104 0.0939
H -0.98192 0.17467 -2.39105 0.1217
H -0.27022 2.69040 -0.83456 0.1035
H -1.25116 2.50826 -2.27388 0.1192
H 1.53993 2.36146 -2.24076 0.0495
O 1.92837 -3.20164 -0.11963 -0.0512
H 2.64744 -3.63279 -0.59303 0.0539
H 2.25230 -2.29079 0.07088 0.0399
O -0.31389 2.46054 1.93439 -0.0408
H -0.14298 2.91077 2.77067 0.0722
H 0.46163 1.92290 1.71024 0.0291
O -0.99521 -2.88511 -1.10613 -0.0781
H -1.47185 -2.43301 -0.36565 0.0013
H -0.22345 -3.27521 -0.71390 -0.0157
O -2.69280 1.00368 1.53339 -0.0849
H -1.86171 1.51822 1.72083 0.0182
H -3.18762 1.51308 0.85413 0.0783
O -2.18589 -1.70920 1.16939 -0.0898
H -2.41879 -0.74967 1.28919 0.0151
H -3.02364 -2.15127 1.40150 0.0717



Energies, relative to the best one, in eV: run 1 2.695; run 2 0.000.



Run 1
17
Properties=species:S:1:pos:R:3:lowdin_charge:R:1 method="wB97M-V/def2-TZVPD" orbital_gap_ev=12.45 lumo_ev=-2.9767 molar_mass_g_mol=90.099 charge=+1
N -0.10444 0.37418 0.15109 0.2683
H 0.22854 -0.49405 0.68226 0.0910
H -0.49122 1.14307 0.71350 0.0951
H 0.73111 0.72424 -0.31157 0.1162
H -0.73536 0.00245 -0.54863 0.1285
H 1.57091 -2.26287 0.81705 0.0763
H -0.11778 -2.37283 1.02268 0.0290
O 0.74291 -2.01433 1.20871 -0.0238
H -0.45579 2.67316 2.61843 0.0523
H 0.64273 3.35092 1.75770 0.0723
O -0.03205 2.66210 1.77238 -0.0302
H 0.08568 1.73245 -3.10984 0.0528
H 0.15912 2.97631 -2.30652 0.0398
O 0.27551 2.04222 -2.22312 -0.0330
H -1.08123 -3.78747 -0.19415 0.0587
H -0.61413 -3.48746 -1.64207 0.0666
O -0.88994 -3.06798 -0.81237 -0.0599



Run 2
17
Properties=species:S:1:pos:R:3:lowdin_charge:R:1 method="wB97M-V/def2-TZVPD" orbital_gap_ev=11.80 lumo_ev=-3.0308 molar_mass_g_mol=90.099 charge=+1
N 0.34326 -0.73431 0.18910 0.2796
H 0.00844 0.23918 0.15334 0.0846
H -0.50232 -1.29929 -0.03905 0.0749
H 0.55715 -0.93752 1.18866 0.0930
H 1.10797 -0.85894 -0.47458 0.1545
H -1.99524 -3.23502 -0.06939 0.0831
H -1.20855 -2.84401 -1.31280 0.0786
O -1.65815 -2.46155 -0.54407 -0.0379
H -0.00270 2.99874 0.67466 0.0849
H -0.38037 2.14306 -0.50600 0.0323
O 0.11707 2.09298 0.32085 -0.0647
H 1.48963 -0.47259 3.60089 0.0482
H 0.10701 -1.19325 3.44839 0.0819
O 0.86423 -0.79555 2.98245 -0.0268
H 0.06261 2.03327 -3.81135 0.0302
H 0.81171 3.05788 -2.87850 0.0437
O 0.27823 2.26692 -2.92257 -0.0400



Energies, relative to the best one, in eV: run 1 0.319; run 2 0.000.



Run 1
6
Properties=species:S:1:pos:R:3:lowdin_charge:R:1 method="wB97M-V/def2-TZVPD" orbital_gap_ev="7.65 / 7.64" lumo_ev="-1.3788 / -1.3797" molar_mass_g_mol=213.003
C 0.00968 -0.10170 -0.94630 -0.8279
N 0.74502 -0.67354 -0.16325 -0.0969
N 0.80086 -0.58882 1.16222 -0.1479
N 0.00141 0.18695 1.74411 -0.5564
S -1.09282 1.10923 1.09195 0.6924
I -0.46416 0.06788 -2.88874 0.9366



Run 2
6
Properties=species:S:1:pos:R:3:lowdin_charge:R:1 method="wB97M-V/def2-TZVPD" orbital_gap_ev=9.86 smiles=N#[N+][S-].N#CI lumo_ev=-0.2484 molar_mass_g_mol=213.003
N -2.01875 0.31465 -0.98818 0.1735
N -2.07796 0.58487 0.10660 -0.8036
S -2.02426 1.15559 1.51056 0.6332
N 1.73732 -2.01578 -0.60672 0.0418
C 1.97923 -0.95221 -0.30588 -0.9211
I 2.40442 0.91289 0.28363 0.8761



Energies, relative to the best one, in eV: run 1 2.512; run 2 0.000.



Run 1
12
Properties=species:S:1:pos:R:3:lowdin_charge:R:1 method="wB97M-V/def2-TZVPD" orbital_gap_ev=9.31 smiles=Cc1nc(F)c[nH]1 lumo_ev=0.7528 molar_mass_g_mol=100.096
C -1.76898 -0.70026 0.02247 -0.0134
C -0.34747 -0.29061 -0.04605 -0.3988
N 0.68024 -1.17317 -0.04729 0.1764
C 1.76563 -0.34436 0.02795 -0.3840
F 3.02018 -0.77446 -0.00667 0.0811
C 1.43217 0.97011 0.03070 -0.0448
N 0.07142 0.96980 -0.02875 0.0843
H -2.19410 -0.28713 0.94370 0.0851
H -1.91332 -1.78517 -0.00219 0.0913
H -2.23339 -0.21267 -0.78612 0.0579
H 2.01082 1.87339 0.01521 0.1137
H -0.52320 1.75454 -0.12296 0.1511



Run 2
12
Properties=species:S:1:pos:R:3:lowdin_charge:R:1 method="wB97M-V/def2-TZVPD" orbital_gap_ev=10.14 smiles=Cn1cc(F)cn1 lumo_ev=0.9056 molar_mass_g_mol=100.096
C 1.96012 -0.72032 -1.27335 -0.0249
N 0.75235 -0.32259 -0.59543 -0.2325
C 0.63166 0.19747 0.64756 -0.0094
C -0.69846 0.41325 0.82663 -0.2866
F -1.29687 0.91614 1.92094 0.0558
C -1.32638 0.00076 -0.35295 -0.0840
N -0.42020 -0.45741 -1.21487 0.0732
H 2.83028 -0.52757 -0.64992 0.0847
H 2.04189 -0.15511 -2.22611 0.0986
H 1.94618 -1.78043 -1.51323 0.0846
H 1.50343 0.36448 1.26956 0.1319
H -2.37661 -0.03352 -0.58404 0.1086



Run 3
12
Properties=species:S:1:pos:R:3:lowdin_charge:R:1 method="wB97M-V/def2-TZVPD" orbital_gap_ev="6.07 / 5.83" lumo_ev="-0.8605 / -0.9881" molar_mass_g_mol=100.096
C -2.11475 0.84167 0.44520 -0.2812
C 1.10568 0.09985 -1.26869 0.1015
C 0.19702 -0.28035 0.85851 -0.1452
C -1.10613 -0.03352 0.13492 -0.3510
N -2.88990 1.63615 0.77002 0.0949
N 1.37003 -0.13699 -0.03738 -0.0016
F -1.23389 -0.87020 -0.96612 -0.0404
H 0.15724 0.66072 -1.33208 0.1084
H 2.01618 -0.18742 -1.81539 0.1191
H 0.29630 0.41745 1.69168 0.1335
H 0.22711 -1.18361 1.35159 0.0909
H 1.97511 -0.96374 0.16774 0.1712



Energies, relative to the best one, in eV: run 1 0.000; run 2 0.842; run 3 4.709.



Run 1
5
Properties=species:S:1:pos:R:3:lowdin_charge:R:1 method="wB97M-V/def2-TZVPD" orbital_gap_ev=9.25 smiles="N#N.N=O" lumo_ev=-0.6647 molar_mass_g_mol=59.028
N 2.10533 -0.42167 0.28662 0.0124
N 1.90046 0.54537 -0.25112 0.0069
N -2.22022 0.27329 0.16678 0.0177
O -1.34158 -0.50091 -0.23311 -0.1133
H -1.76634 1.22828 0.44898 0.0763



Run 2
5
Properties=species:S:1:pos:R:3:lowdin_charge:R:1 method="wB97M-V/def2-TZVPD" orbital_gap_ev="8.60 / 8.09" lumo_ev="-0.8173 / -0.6850" molar_mass_g_mol=59.028
N 2.76998 -0.17906 -0.14425 0.1488
N 1.73401 -0.10869 0.25506 -0.0530
N 0.43444 0.55719 -0.27184 -0.1516
O 0.19642 1.73284 0.07460 -0.0618
H -0.17903 -0.25314 -0.10492 0.1176



Energies, relative to the best one, in eV: run 1 0.000; run 2 2.503.



Run 1
12
Properties=species:S:1:pos:R:3:lowdin_charge:R:1 method="wB97M-V/def2-TZVPD" orbital_gap_ev=8.12 lumo_ev=0.4359 molar_mass_g_mol=161.002
C 0.81200 -1.61662 -0.16775 -0.2033
C -0.61003 -1.62707 0.13999 -0.2030
C 1.43032 -0.46565 -0.21320 -0.6438
C -0.66299 1.81670 0.04879 -0.1126
N -1.15453 -0.47381 0.30423 -0.0204
N -0.40661 0.47977 0.21542 -0.1461
Br 2.90318 0.47091 -0.44176 0.8208
H 1.31550 -2.53007 -0.48858 0.1102
H -1.25567 -2.59705 0.39183 0.1351
H -1.59454 1.95726 -0.44235 0.0628
H -0.95070 2.21992 1.09614 0.1115
H 0.17408 2.36572 -0.44276 0.0886



Run 2
12
Properties=species:S:1:pos:R:3:lowdin_charge:R:1 method="wB97M-V/def2-TZVPD" orbital_gap_ev=9.96 smiles=Cn1nccc1Br lumo_ev=0.6303 molar_mass_g_mol=161.002
C -0.26066 -1.81660 0.07964 -0.0340
N -0.19029 -0.38625 0.03949 -0.2435
N -1.34360 0.31733 0.12311 0.0768
C -0.92797 1.56125 0.06012 -0.1926
C 0.47068 1.67050 -0.05452 -0.1266
C 0.90880 0.37268 -0.12199 -0.6926
Br 2.70493 -0.26988 -0.27505 0.7406
H 0.72712 -2.09525 0.48920 0.0649
H -1.00331 -2.04692 0.81218 0.0826
H -0.46868 -2.30944 -0.83136 0.0776
H -1.69918 2.44099 -0.00389 0.1374
H 1.08216 2.56159 -0.31694 0.1095



Energies, relative to the best one, in eV: run 1 3.735; run 2 0.000.